1.
{
  "formula": "C47H80N4O3SSi3Sn",
  "method": "ωB97M-V/def2-TZVPD",
  "elements": ["Sn", "C", "C", "C", "O", "C", "O", "O", "H", "H", "H", "H", "H", "H", "H", "C", "Si", "C", "N", "C", "C", "C", "C", "C", "C", "C", "C", "C", "C", "C", "C", "C", "C", "C", "C", "C", "H", "H", "H", "H", "H", "H", "H", "H", "H", "H", "H", "H", "H", "H", "H", "H", "H", "H", "H", "H", "H", "H", "H", "H", "C", "N", "C", "S", "N", "C", "H", "H", "H", "H", "H", "H", "H", "H", "C", "Si", "C", "C", "N", "C", "C", "C", "C", "C", "C", "H", "H", "H", "H", "H", "H", "H", "H", "H", "H", "H", "H", "H", "H", "C", "C", "C", "C", "Si", "C", "C", "C", "C", "C", "C", "C", "C", "H", "H", "H", "H", "H", "H", "H", "H", "H", "H", "H", "H", "H", "H", "H", "H", "H", "H", "H", "H", "H", "H", "H", "H", "H", "H", "H"],
  "coordinates": [[0.4429, 0.1781, -0.0324], [1.7407, -3.7496, 2.1470], [1.2531, -3.7391, 0.6940], [1.3633, -5.1152, 0.0603], [-0.1254, -3.3763, 0.6335], [2.1828, -2.7375, -0.0561], [3.3193, -3.0987, -0.3499], [1.6984, -1.5552, -0.2746], [1.0680, -4.3590, 2.7568], [1.7571, -2.7304, 2.5495], [2.7567, -4.1501, 2.1968], [0.8850, -5.8650, 0.6988], [2.4127, -5.3636, -0.0905], [0.8585, -5.0992, -0.9109], [-0.2137, -2.4407, 0.8785], [-0.4941, -0.5260, 2.1256], [-2.1993, -0.8864, 2.6036], [-3.0326, -2.0361, 1.3320], [-2.7555, -1.6611, -0.0629], [-3.4706, -0.4603, -0.5492], [-4.6054, -0.7865, -1.5335], [-5.3140, -2.0742, -1.1175], [-4.3315, -3.2623, -1.1751], [-2.8807, -2.7875, -0.9793], [-3.2856, 0.6520, 2.8146], [-4.6514, 0.5375, 3.1044], [-5.4553, 1.6600, 3.2521], [-4.9033, 2.9343, 3.1242], [-3.5473, 3.0706, 2.8565], [-2.7503, 1.9385, 2.7006], [-2.4903, -1.7628, 4.2737], [-2.4567, -3.1586, 4.3921], [-2.5947, -3.7919, 5.6237], [-2.7595, -3.0366, 6.7786], [-2.7810, -1.6481, 6.6906], [-2.6451, -1.0260, 5.4549], [0.1263, -1.3818, 2.4261], [-0.1134, 0.3045, 2.7223], [-4.1156, -2.1553, 1.5238], [-2.5754, -3.0268, 1.4690], [-2.7628, 0.2223, -1.0422], [-3.8818, 0.0777, 0.3037], [-4.2043, -0.9173, -2.5408], [-5.2999, 0.0562, -1.5648], [-6.1719, -2.2639, -1.7656], [-5.6976, -1.9515, -0.1001], [-4.4046, -3.7663, -2.1438], [-4.5967, -3.9936, -0.4061], [-2.4585, -2.4807, -1.9315], [-2.2577, -3.6041, -0.6107], [-5.0929, -0.4510, 3.2147], [-6.5136, 1.5464, 3.4628], [-5.5315, 3.8109, 3.2334], [-3.1089, 4.0581, 2.7557], [-1.6941, 2.0544, 2.4696], [-2.3218, -3.7661, 3.4981], [-2.5719, -4.8741, 5.6841], [-2.8578, -3.5272, 7.7409], [-2.9040, -1.0530, 7.5880], [-2.6645, 0.0611, 5.4035], [2.2428, 4.7555, 1.5619], [0.8774, 4.7632, 1.0070], [0.4756, 3.9180, 0.0206], [-1.0870, 3.2693, -0.0186], [1.3486, 3.6631, -0.9646], [2.4518, 4.5322, -1.3519], [2.1787, 5.0530, 2.6065], [2.8937, 5.4627, 1.0426], [2.6704, 3.7498, 1.5225], [0.1496, 4.8572, 1.6899], [1.0305, 2.9814, -1.6328], [3.3851, 4.2788, -0.8465], [2.1985, 5.5708, -1.1308], [2.6096, 4.4270, -2.4249], [4.5582, 1.3409, -0.1804], [4.2503, 0.9924, 1.6428], [4.8314, -0.7913, 1.8639], [5.5234, 2.0464, 2.5951], [2.6714, 1.4567, 2.0285], [2.1681, 1.4990, 3.2901], [2.7401, 0.8705, 4.4368], [2.1795, 0.9872, 5.7014], [1.0237, 1.7341, 5.9198], [0.4239, 2.3454, 4.8181], [0.9723, 2.2313, 3.5504], [5.6292, 1.4696, -0.3929], [4.0302, 2.2417, -0.5164], [4.1965, 0.4926, -0.7829], [5.9017, -0.8784, 1.6363], [4.2885, -1.4505, 1.1705], [4.6665, -1.1717, 2.8808], [6.5525, 1.8954, 2.2433], [5.4971, 1.8092, 3.6675], [5.2822, 3.1140, 2.4919], [3.6296, 0.2608, 4.3023], [2.6495, 0.4769, 6.5360], [0.5904, 1.8166, 6.9088], [-0.4988, 2.9027, 4.9501], [0.4651, 2.6789, 2.6980], [0.4531, -2.6395, -3.3335], [-0.0004, -1.5526, -4.3338], [0.6331, -1.8813, -5.6941], [-1.5292, -1.7133, -4.4975], [0.4597, 0.2045, -3.5109], [2.3432, 0.5103, -4.0470], [2.6455, 0.7083, -5.5540], [3.2073, -0.6478, -3.5068], [2.8306, 1.7521, -3.2680], [-0.6120, 1.5632, -4.5549], [-1.8481, 1.8884, -3.7050], [-1.1158, 1.1531, -5.9482], [0.1487, 2.8864, -4.7288], [0.1888, -3.6399, -3.7167], [-0.0276, -2.5120, -2.3563], [1.5313, -2.6298, -3.1519], [0.2785, -2.8656, -6.0455], [1.7244, -1.9271, -5.6358], [0.3685, -1.1443, -6.4590], [-1.8302, -2.7558, -4.3157], [-1.8529, -1.4598, -5.5095], [-2.0902, -1.0807, -3.8029], [3.1459, -0.1700, -5.9748], [3.3134, 1.5671, -5.7118], [1.7466, 0.8823, -6.1547], [3.0412, -1.5797, -4.0518], [3.0052, -0.8437, -2.4459], [4.2770, -0.3996, -3.6026], [2.3791, 2.6769, -3.6386], [3.9232, 1.8582, -3.3545], [2.5973, 1.6491, -2.2030], [-2.4400, 0.9904, -3.4962], [-2.5049, 2.6068, -4.2303], [-1.5734, 2.3257, -2.7421], [-1.8980, 0.3965, -5.8837], [-0.3162, 0.7654, -6.5898], [-1.5534, 2.0283, -6.4603], [0.4459, 3.3067, -3.7610], [-0.5063, 3.6294, -5.2134], [1.0430, 2.7760, -5.3509]],
  "charge": -2,
  "e_lumo_ha": 0.1532,
  "total_energy_ev": -102443.396,
  "orbital_gap_ev": 4.9,
  "fmax_ev_per_a": 0.82
}

=====

2.
{
  "formula": "C4H9N3",
  "method": "ωB97M-V/def2-TZVPD",
  "elements": ["C", "C", "C", "N", "C", "N", "N", "H", "H", "H", "H", "H", "H", "H", "H", "H"],
  "coordinates": [[0.2182, 0.7690, -1.4831], [1.2977, -0.2801, 0.9657], [0.0843, 0.5263, 0.5947], [-1.3197, -0.5540, 0.0542], [-0.8430, -1.2038, -1.1224], [0.0039, -0.5435, -1.8419], [-0.4236, 1.4766, 1.2780], [-1.6161, -1.1741, 0.8047], [-1.9353, 0.2573, -0.0485], [0.1899, 1.7851, 2.0310], [-0.6504, 1.4192, -1.3921], [1.0934, 1.2297, -1.9325], [-0.9088, -2.2861, -1.1299], [1.1077, -0.8502, 1.8821], [2.1216, 0.4068, 1.1609], [1.5802, -0.9780, 0.1790]],
  "e_lumo_ha": 0.0283,
  "total_energy_ev": -8760.697,
  "orbital_gap_ev": 8.2,
  "e_above_lowest_kcal_mol": 88.3,
  "fmax_ev_per_a": 2.14
}

=====

3.
{
  "formula": "C5H7NO",
  "method": "ωB97M-V/def2-TZVPD",
  "elements": ["C", "C", "C", "O", "C", "N", "C", "H", "H", "H", "H", "H", "H", "H"],
  "coordinates": [[-1.3116, -0.5153, 0.3989], [-0.7572, 0.5365, -0.5058], [0.4644, 1.3176, -0.0519], [1.2009, 0.6288, 0.9787], [1.5440, -0.6261, 0.5914], [0.9569, -1.3127, -0.2928], [-0.3533, -0.9005, -0.7050], [-0.9452, -0.5343, 1.4213], [-2.3477, -0.8119, 0.2756], [-1.4526, 1.0361, -1.1841], [0.2504, 2.3004, 0.3634], [1.1238, 1.4188, -0.9268], [2.3616, -1.0626, 1.1637], [-0.7248, -1.4991, -1.5292]],
  "smiles": "C1=N[C@H]2C[C@H]2CO1",
  "e_lumo_ha": 0.0377,
  "total_energy_ev": -8834.491,
  "orbital_gap_ev": 10.1,
  "e_above_lowest_kcal_mol": 39.5,
  "fmax_ev_per_a": 0.56
}

=====

4.
{
  "formula": "H6NP5",
  "method": "ωB97M-V/def2-TZVPD",
  "elements": ["N", "P", "P", "P", "P", "P", "H", "H", "H", "H", "H", "H"],
  "coordinates": [[-0.4425, -0.4015, -0.2547], [-1.4092, 0.7564, 0.4244], [-3.4618, -0.3156, 0.4579], [1.6276, 1.4566, 0.6999], [2.1842, -1.8001, 0.5214], [1.0808, -0.2460, -0.5003], [-4.3289, 0.8394, 0.3714], [-3.6007, -0.2538, -0.9822], [2.8087, 1.9164, 0.2312], [0.8450, 2.2073, -0.3031], [3.1657, -1.4222, -0.4223], [1.5311, -2.7366, -0.2435]],
  "e_lumo_ha": [-0.0429, -0.0429],
  "total_energy_ev": -48028.420,
  "orbital_gap_ev": [6.5, 6.5],
  "e_above_lowest_kcal_mol": 7.5,
  "fmax_ev_per_a": 6.13
}